# 1
Formula: C26H51BaClNO2P2SbSi3
Source: the Open Molecules 2025 dataset
Level of theory: ωB97M-V/def2-TZVPD

The calculation puts the HOMO energy at -6.83 eV. As for the energy above the lowest of the compared OMol25 structures with the same formula, charge and spin: 0.0 kcal/mol.

Structure (ORCA input):
```
! wB97M-V def2-TZVPD RIJCOSX def2/J DEFGRID3
* xyz 0 1
Ba 1.54 1.07 -0.67
O 3.06 -1.22 -0.18
C 3.51 -0.85 -1.29
O 4.08 0.25 -1.53
C 2.97 -1.59 -2.49
C 3.63 -2.57 -3.25
C 2.97 -3.15 -4.29
C 1.64 -2.74 -4.59
C 0.88 -3.29 -5.65
C -0.39 -2.84 -5.89
C -0.95 -1.82 -5.09
C -0.24 -1.27 -4.07
C 1.07 -1.72 -3.79
N 1.74 -1.18 -2.74
H 4.65 -2.85 -2.99
H 3.43 -3.92 -4.89
H 1.32 -4.07 -6.26
H -0.97 -3.27 -6.69
H -1.95 -1.47 -5.31
H -0.63 -0.47 -3.44
C 3.77 -0.05 2.94
P 2.64 1.35 2.60
C 2.05 1.77 4.29
C 3.87 2.71 2.35
C 3.22 4.08 2.14
P 2.22 4.12 0.58
C 1.22 5.63 0.82
C 3.46 4.68 -0.64
H 4.53 0.18 3.69
H 4.23 -0.35 2.00
H 3.18 -0.90 3.29
H 2.87 1.92 5.00
H 1.43 0.95 4.66
H 1.43 2.66 4.27
H 4.48 2.43 1.49
H 4.55 2.74 3.21
H 3.97 4.87 2.13
H 2.54 4.31 2.97
H 1.83 6.49 1.10
H 0.47 5.46 1.60
H 0.70 5.85 -0.11
H 3.93 5.62 -0.36
H 2.97 4.81 -1.60
H 4.24 3.92 -0.76
Cl -0.24 3.75 -1.81
C -0.05 2.16 -2.79
H 0.43 2.51 -3.70
H -1.09 1.93 -3.06
C -1.53 1.85 3.00
Si -1.86 0.01 2.84
C -0.59 -0.94 3.85
C -3.58 -0.38 3.46
Sb -1.52 -0.58 0.39
Si -3.80 -0.11 -0.65
C -4.26 1.64 -0.20
C -5.11 -1.32 -0.06
C -3.60 -0.26 -2.51
Si -1.39 -3.12 0.43
C -1.90 -3.74 -1.26
C -2.49 -3.87 1.75
C 0.40 -3.56 0.77
H -1.61 2.19 4.04
H -2.23 2.44 2.40
H -0.52 2.08 2.65
H -0.60 -0.60 4.89
H 0.41 -0.77 3.44
H -0.78 -2.01 3.84
H -3.64 -0.16 4.54
H -3.84 -1.43 3.33
H -4.34 0.23 2.97
H -4.40 1.76 0.88
H -5.20 1.94 -0.68
H -3.48 2.34 -0.52
H -5.22 -1.31 1.02
H -4.88 -2.33 -0.38
H -6.08 -1.06 -0.49
H -2.90 0.49 -2.88
H -4.56 -0.10 -3.00
H -3.23 -1.24 -2.80
H -2.95 -3.55 -1.46
H -1.74 -4.82 -1.33
H -1.31 -3.27 -2.06
H -3.54 -3.61 1.59
H -2.21 -3.53 2.75
H -2.41 -4.96 1.73
H 1.07 -3.08 0.06
H 0.55 -4.64 0.71
H 0.70 -3.24 1.77
*
```

# 2
Formula: C19H41Br14Cl2NO
Source: the Open Molecules 2025 dataset
Level of theory: ωB97M-V/def2-TZVPD

The calculation puts the HOMO energy at -9.12 eV. As for the energy above the lowest of the compared OMol25 structures with the same formula, charge and spin: 59.3 kcal/mol. As for the structure (SMILES): COC[C@H](C)N.BrCCBr.BrCCBr.BrCCBr.BrCCBr.BrCCBr.BrCCBr.BrCCBr.ClCCl.

Structure (ORCA input):
```
! wB97M-V def2-TZVPD RIJCOSX def2/J DEFGRID3
* xyz 0 1
Br -2.05 -1.96 6.54
C -2.91 -3.56 5.86
C -1.82 -4.40 5.13
Br -2.74 -6.09 4.56
H -3.68 -3.25 5.15
H -3.32 -4.10 6.71
H -1.00 -4.80 5.71
H -1.37 -3.94 4.25
Br 10.47 4.37 -2.45
C 8.94 5.36 -1.63
C 8.89 4.91 -0.14
Br 10.54 5.60 0.84
H 7.96 5.10 -2.02
H 9.03 6.43 -1.84
H 8.94 3.84 0.06
H 7.99 5.26 0.35
Br -9.76 -5.88 3.86
C -10.05 -6.21 1.95
C -9.04 -5.37 1.18
Br -8.96 -6.02 -0.70
H -11.05 -5.89 1.64
H -9.87 -7.28 1.82
H -8.01 -5.24 1.51
H -9.46 -4.37 1.09
Br -1.77 7.52 -3.58
C -0.07 8.08 -4.47
C 1.23 7.59 -3.84
Br 1.50 8.50 -2.11
H -0.03 9.17 -4.42
H -0.33 7.78 -5.49
H 2.08 7.89 -4.45
H 1.19 6.51 -3.72
Br -4.51 -4.85 -7.14
C -3.63 -3.22 -6.35
C -4.37 -2.00 -6.88
Br -3.44 -0.36 -6.26
H -2.56 -3.17 -6.55
H -3.73 -3.24 -5.27
H -5.39 -1.77 -6.55
H -4.40 -2.05 -7.97
Br 2.95 -5.70 -1.84
C 3.98 -4.05 -2.11
C 5.49 -4.25 -2.31
Br 6.50 -2.64 -1.91
H 3.77 -3.35 -1.30
H 3.66 -3.63 -3.06
H 5.72 -4.64 -3.30
H 5.84 -4.99 -1.59
Br 8.28 -0.08 6.52
C 7.36 -1.42 5.38
C 6.10 -2.04 6.09
Br 5.41 -3.53 5.07
H 8.07 -2.22 5.15
H 7.14 -1.11 4.36
H 5.24 -1.41 6.29
H 6.30 -2.38 7.10
C 2.15 2.41 2.92
C 1.70 1.52 1.78
C 0.23 1.62 1.42
O -0.34 0.50 0.87
C -1.81 0.54 0.81
N 2.52 1.68 0.55
H 1.51 2.22 3.79
H 2.07 3.44 2.58
H 3.13 2.07 3.24
H 1.99 0.52 2.10
H -0.14 2.53 0.94
H -0.33 1.60 2.35
H -2.17 -0.47 0.64
H -2.27 1.19 0.06
H -2.17 0.79 1.81
H 2.07 1.40 -0.31
H 3.35 1.11 0.66
C -10.51 3.60 -3.99
Cl -9.68 2.58 -2.88
Cl -12.09 4.13 -3.30
H -9.83 4.46 -4.02
H -10.63 3.09 -4.94
*
```

# 3
Formula: C6H12O
Source: the Open Molecules 2025 dataset
Level of theory: ωB97M-V/def2-TZVPD

The calculation puts the HOMO energy at -9.58 eV. As for the energy above the lowest of the compared OMol25 structures with the same formula, charge and spin: 12.6 kcal/mol. As for the structure (SMILES): CC[C@H]1CCCO1.

Structure (ORCA input):
```
! wB97M-V def2-TZVPD RIJCOSX def2/J DEFGRID3
* xyz 0 1
C 2.53 -0.35 -0.09
C 1.50 0.78 -0.22
C 0.11 0.43 0.32
C -1.06 0.79 -0.61
C -2.19 -0.09 -0.07
C -1.42 -1.23 0.64
O -0.04 -0.97 0.47
H 2.68 -0.64 0.95
H 2.19 -1.23 -0.64
H 3.49 -0.03 -0.51
H 1.86 1.67 0.31
H 1.42 1.07 -1.28
H -0.05 0.91 1.30
H -1.29 1.86 -0.62
H -0.79 0.50 -1.63
H -2.85 -0.46 -0.86
H -2.80 0.47 0.64
H -1.67 -1.27 1.71
H -1.62 -2.22 0.20
*
```

# 4
Formula: C12H35N3O5Pb
Source: the Open Molecules 2025 dataset
Level of theory: ωB97M-V/def2-TZVPD

The calculation puts the HOMO energy at -6.40 eV.

Structure (ORCA input):
```
! wB97M-V def2-TZVPD RIJCOSX def2/J DEFGRID3
* xyz 0 1
Pb -0.94 0.99 -0.13
O -1.39 2.27 1.85
H -1.34 2.25 2.83
O -1.99 3.03 -0.89
H -2.47 3.18 -1.73
C 0.42 -3.72 0.31
C 0.24 -2.21 0.52
C 1.09 -1.60 1.64
O 0.64 -0.26 1.94
C 1.31 0.37 3.04
N 0.31 -1.43 -0.73
H 0.40 -4.22 1.27
H 1.43 -3.85 -0.09
H -0.13 -4.29 -0.45
H -0.79 -2.03 0.85
H 2.17 -1.59 1.45
H 1.01 -2.14 2.58
H 2.26 0.75 2.66
H 1.71 -0.21 3.88
H 0.60 1.05 3.52
H 1.29 -1.42 -0.98
H -0.20 -2.03 -1.36
C 1.96 1.59 -2.56
C 2.28 1.29 -1.06
C 3.76 1.58 -0.82
O 3.97 1.36 0.56
C 5.27 0.99 0.95
N 1.40 2.10 -0.24
H 2.52 2.35 -3.10
H 0.89 1.72 -2.72
H 2.05 0.61 -3.02
H 2.04 0.25 -0.82
H 4.25 2.52 -1.06
H 4.38 0.91 -1.42
H 5.57 0.06 0.46
H 5.36 0.92 2.03
H 6.03 1.73 0.66
H 1.42 3.01 -0.69
H 1.98 2.38 0.54
C -4.61 -0.09 -2.43
C -3.55 -0.01 -1.36
C -3.87 -0.79 -0.10
O -2.76 -0.51 0.78
C -3.03 -0.82 2.12
N -2.27 -0.32 -1.96
H -4.70 -1.12 -2.77
H -4.38 0.54 -3.29
H -5.55 0.30 -2.05
H -3.59 1.02 -1.03
H -3.86 -1.86 -0.28
H -4.85 -0.42 0.21
H -3.30 -1.86 2.28
H -3.96 -0.33 2.43
H -2.18 -0.53 2.74
H -2.18 -0.14 -2.95
H -2.11 -1.32 -2.02
*
```

# 5
Formula: C15H23ClIrN2O
Source: the Open Molecules 2025 dataset
Level of theory: ωB97M-V/def2-TZVPD

The calculation puts the HOMO energy (alpha / beta) at -12.14 / -15.06 eV. Its expectation value of S² is 8.7751.

Structure (ORCA input):
```
! wB97M-V def2-TZVPD RIJCOSX def2/J DEFGRID3
* xyz 2 6
C 0.32 0.93 -7.30
C 1.69 1.39 -7.00
C 0.06 -0.52 -7.51
C -0.84 1.84 -7.08
Cl -0.22 -0.24 -2.76
H 0.04 -0.79 -8.58
H -0.91 -0.82 -7.06
H 0.86 -1.12 -7.03
H 2.22 1.73 -7.92
H 2.28 0.56 -6.56
H 1.69 2.23 -6.28
H -1.17 2.32 -8.02
H -0.58 2.64 -6.36
H -1.71 1.28 -6.66
C 0.91 -1.34 0.68
C 1.18 -2.52 -0.14
C 1.81 -2.13 -1.31
H 1.01 -3.56 0.14
C 2.06 -0.71 -1.25
C 1.58 -0.21 -0.01
H 1.79 0.77 0.44
H 0.61 -1.30 1.72
H 2.09 -2.78 -2.14
H 2.55 -0.16 -2.05
C -1.47 0.89 0.44
C -1.61 -0.41 1.04
C -2.29 -1.30 0.12
H -1.22 -0.69 2.02
C -2.66 -0.51 -0.99
C -2.12 0.81 -0.84
H -2.13 1.62 -1.58
H -0.97 1.76 0.87
H -2.52 -2.36 0.30
H -3.29 -0.85 -1.82
Ir -0.37 -0.60 -0.63
N -0.25 -0.59 3.88
C 0.23 0.70 3.70
N 0.42 1.40 4.86
O 0.55 1.18 2.61
H -0.36 -0.85 4.86
H 0.27 -1.30 3.34
H 0.70 2.37 4.71
H -0.25 1.26 5.58
*
```

# 6
Formula: C6H14N2O
Source: the Open Molecules 2025 dataset
Level of theory: ωB97M-V/def2-TZVPD

The calculation puts the HOMO energy at -8.44 eV. As for the energy above the lowest of the compared OMol25 structures with the same formula, charge and spin: 110.2 kcal/mol.

Structure (ORCA input):
```
! wB97M-V def2-TZVPD RIJCOSX def2/J DEFGRID3
* xyz 0 1
C -0.50 0.69 -0.79
C 0.65 -2.06 0.80
C 0.63 0.00 2.02
C -1.68 -0.18 -1.15
C -0.79 1.97 -0.03
N 0.20 -0.68 0.83
C 0.81 0.14 -0.70
O -0.01 1.40 -2.34
N 1.88 -0.14 -1.22
H 0.34 0.70 -2.91
H 2.50 -0.75 -0.69
H 0.34 -2.57 1.71
H 0.23 -2.57 -0.07
H 0.21 1.00 2.08
H 1.73 0.02 2.11
H 0.24 -0.52 2.91
H 1.75 -2.16 0.76
H -2.15 -0.55 -0.24
H -2.38 0.43 -1.71
H -1.37 -1.03 -1.76
H -1.42 1.75 0.83
H -1.31 2.65 -0.71
H 0.12 2.47 0.28
*
```

# 7
Formula: C17H56O11
Source: the Open Molecules 2025 dataset
Level of theory: ωB97M-V/def2-TZVPD

The calculation puts the HOMO energy at -9.61 eV. As for the energy above the lowest of the compared OMol25 structures with the same formula, charge and spin: 31.6 kcal/mol. As for the structure (SMILES): CC(C)O.CCO.CCO.CCO.CCO.CO.CO.CO.CO.CO.CO.

Structure (ORCA input):
```
! wB97M-V def2-TZVPD RIJCOSX def2/J DEFGRID3
* xyz 0 1
C 2.18 -3.61 2.58
C 3.10 -3.88 1.39
C 3.49 -5.35 1.40
O 2.34 -3.59 0.21
H 1.66 -2.64 2.53
H 2.60 -3.66 3.58
H 1.32 -4.29 2.59
H 3.93 -3.18 1.40
H 4.24 -5.54 0.63
H 2.61 -5.96 1.20
H 3.94 -5.60 2.35
H 2.85 -3.80 -0.58
C -2.28 3.48 -1.68
C -3.76 3.25 -1.35
O -4.64 3.92 -2.24
H -1.87 2.83 -2.45
H -1.69 3.10 -0.83
H -2.11 4.54 -1.83
H -3.99 3.54 -0.32
H -3.92 2.17 -1.46
H -4.54 4.86 -2.06
C 0.21 0.76 -0.71
C 1.04 -0.50 -0.55
O 0.55 -1.31 0.54
H 0.51 1.31 -1.60
H 0.33 1.47 0.11
H -0.85 0.56 -0.85
H 2.04 -0.23 -0.21
H 1.03 -1.06 -1.49
H 0.86 -2.21 0.37
C 2.20 4.45 0.02
C 1.30 5.50 0.67
O -0.05 5.25 0.35
H 1.66 3.50 -0.01
H 3.19 4.33 0.47
H 2.38 4.69 -1.03
H 1.59 6.47 0.26
H 1.53 5.60 1.74
H -0.23 4.37 0.71
C -0.93 -4.60 0.11
C -1.53 -3.79 1.25
O -2.52 -4.59 1.94
H -1.65 -5.20 -0.44
H -0.04 -5.16 0.37
H -0.65 -3.84 -0.64
H -2.05 -2.89 0.89
H -0.81 -3.41 1.96
H -3.01 -5.07 1.27
C -3.81 -0.29 -0.36
O -3.75 -0.08 -1.77
H -3.12 0.36 0.18
H -4.78 -0.04 0.09
H -3.60 -1.34 -0.14
H -4.46 -0.60 -2.14
C -1.13 -1.68 -3.27
O -1.28 -0.27 -3.36
H -0.19 -1.96 -3.75
H -1.17 -2.00 -2.22
H -1.94 -2.22 -3.76
H -2.11 -0.07 -2.91
C -0.16 0.24 3.45
O -0.93 0.26 2.25
H -0.41 1.10 4.07
H -0.39 -0.66 4.03
H 0.91 0.33 3.23
H -0.47 -0.31 1.60
C 0.12 2.32 -4.46
O 0.98 1.17 -4.50
H -0.60 2.19 -3.65
H 0.65 3.26 -4.32
H -0.43 2.34 -5.41
H 0.43 0.44 -4.19
C 5.42 -1.04 0.71
O 5.50 -0.75 2.11
H 5.99 -0.27 0.18
H 5.88 -2.02 0.56
H 4.42 -0.96 0.27
H 5.35 -1.58 2.57
C -2.37 3.40 2.48
O -1.05 3.11 2.01
H -2.96 2.48 2.51
H -2.33 3.85 3.47
H -2.84 4.10 1.78
H -0.91 2.16 2.11
*
```

# 8
Formula: C5H10Cl4N3
Source: the Open Molecules 2025 dataset
Level of theory: ωB97M-V/def2-TZVPD

The calculation puts the HOMO energy at -13.95 eV.

Structure (ORCA input):
```
! wB97M-V def2-TZVPD RIJCOSX def2/J DEFGRID3
* xyz 1 1
N 0.97 -0.03 0.77
C -0.09 -0.37 0.00
N -0.19 -1.60 -0.53
C -1.34 -2.37 0.10
C -2.61 -1.53 0.24
C -2.37 -0.03 0.43
Cl -3.76 0.92 -0.09
N -1.13 0.47 -0.26
H 1.13 -0.57 1.60
H 1.57 0.77 0.60
H 0.67 -2.07 -0.27
H -1.02 -2.69 1.09
H -1.50 -3.28 -0.46
H -3.30 -1.73 -0.57
H -3.11 -1.87 1.14
H -2.27 0.18 1.49
H -0.88 1.36 0.17
C 3.79 2.99 -1.10
Cl 5.48 3.36 -1.34
Cl 3.16 1.97 -2.40
Cl 3.54 2.21 0.47
H 3.23 3.92 -1.10
*
```

Asked for E_tot across the records above, the calculation gives -95344.4521; -1029542.8887; -8463.8058; -32962.7096; -36292.1399; -11472.9912; -41056.0681; -59900.1025 eV in order.